[1]
{
  "formula": "C4H19NO6",
  "method": "ωB97M-V/def2-TZVPD",
  "orbital_gap_ev": 9.251,
  "smiles": "NCCCC=O.O.O.O.O.O",
  "total_charge": 0,
  "elements": ["N", "C", "C", "C", "C", "O", "H", "H", "H", "H", "H", "H", "H", "H", "H", "O", "H", "H", "O", "H", "H", "O", "H", "H", "O", "H", "H", "O", "H", "H"],
  "xyz": [[-2.4420, -1.2580, -1.3916], [-1.6370, -0.8636, -0.2435], [-0.4183, -1.7362, 0.0153], [0.5836, -1.1610, 1.0005], [1.9383, -1.7843, 0.9954], [2.9093, -1.1822, 0.5799], [-1.8588, -1.5133, -2.1789], [-3.1003, -2.0025, -1.2101], [-2.2668, -0.7874, 0.6398], [-1.3082, 0.1509, -0.5026], [-0.8548, -2.6026, 0.5462], [0.0068, -2.1729, -0.8852], [0.2768, -1.0965, 2.0559], [0.6392, -0.0741, 0.8599], [2.0825, -2.7809, 1.4386], [-1.1139, 3.8126, 1.5839], [-1.5234, 3.3447, 0.8679], [-0.1719, 3.7268, 1.6973], [0.3825, 2.3177, 0.0059], [1.0492, 1.7542, -0.4191], [0.1731, 3.0600, -0.5647], [-1.2873, 1.0574, 2.5501], [-0.7480, 1.3846, 1.8253], [-1.3530, 1.6895, 3.2642], [0.2163, -1.2388, -3.2410], [1.0588, -1.6919, -3.1361], [0.4174, -0.3820, -2.8463], [2.4094, 0.7808, -1.1513], [2.7906, 0.1842, -0.4610], [3.1499, 1.0648, -1.6948]],
  "atomic_forces_ev_per_a": [[-0.29, -0.21, 0.01], [0.24, 0.88, -1.14], [-1.15, -1.91, 1.72], [0.05, 1.42, 0.55], [0.19, 1.03, -0.18], [0.29, -0.60, 0.15], [-0.01, -0.01, 0.01], [0.15, -0.09, 0.11], [0.06, 0.03, 0.07], [0.14, 0.06, 0.42], [0.21, -0.19, -0.38], [0.23, 0.56, -0.18], [-0.55, -0.90, -0.15], [0.70, -0.15, -0.65], [-0.15, -0.14, -0.10], [-1.04, 1.64, 1.48], [0.61, -0.60, -0.39], [0.16, -0.63, -0.83], [-0.14, -0.32, 0.39], [0.22, 0.26, -0.39], [0.23, -0.09, -0.23], [-0.26, -1.28, 0.02], [0.01, 0.63, 0.22], [0.24, 0.52, -0.31], [0.25, 0.15, 0.09], [-0.01, -0.23, -0.12], [-0.16, 0.15, 0.02], [0.20, -0.21, 0.07], [-0.36, 0.12, -0.29], [-0.04, 0.10, 0.01]]
}

[2]
{
  "formula": "C4H19NO6",
  "method": "ωB97M-V/def2-TZVPD",
  "orbital_gap_ev": [10.660, 5.267],
  "spin_multiplicity": 2,
  "total_charge": 1,
  "s_squared": 0.754,
  "elements": ["C", "C", "N", "C", "C", "O", "H", "H", "H", "H", "H", "H", "H", "H", "H", "H", "H", "O", "H", "H", "O", "H", "H", "O", "H", "H", "O", "H", "H", "O"],
  "xyz": [[-0.7868, 2.8136, -0.2584], [-1.3499, 1.9035, 0.8174], [-0.8389, 0.5588, 0.6641], [-1.4386, -0.4004, 1.5412], [-0.5504, -1.6336, 1.7967], [0.6106, -1.6828, 1.4674], [0.1023, 2.3647, -0.7291], [-0.7387, 3.8554, 0.0801], [-1.4652, 2.7518, -1.1184], [-2.4560, 1.8609, 0.7767], [-1.1944, 2.3614, 1.7949], [0.1977, 0.6537, 0.7602], [-1.7199, -0.0132, 2.5470], [-2.3913, -0.7622, 1.0846], [-0.9447, -2.4800, 2.3841], [2.2150, 1.6734, 0.9343], [1.4273, 2.8247, 1.7626], [1.4642, 2.2821, 0.9640], [2.9999, -0.7913, -0.0182], [1.4086, -0.7031, 0.3299], [2.1655, -0.3555, -0.1907], [3.0303, -0.8820, -2.9392], [1.8356, -0.5921, -1.9877], [2.0863, -1.0460, -2.8186], [-1.1184, 0.0569, -1.2794], [-0.2013, -0.1246, -2.5480], [-1.1165, -0.0902, -2.2348], [-0.4492, -3.0918, -0.8496], [-1.3723, -2.0443, -1.4652], [-1.1965, -2.5222, -0.6362]],
  "atomic_forces_ev_per_a": [[-0.79, -0.42, -1.60], [-1.45, 0.19, -1.93], [0.67, 1.97, 3.85], [-0.73, -2.34, -0.30], [0.67, -0.07, -0.02], [-0.62, 0.43, 0.17], [0.01, 0.87, 0.70], [0.49, -0.44, -0.27], [-0.36, 0.37, 0.26], [0.30, -0.10, -0.04], [0.65, -0.64, 0.58], [-0.04, -0.30, -0.94], [0.17, 0.41, -0.64], [0.46, 0.19, 0.29], [-0.50, 0.37, -0.16], [0.22, 0.31, 0.38], [0.70, -0.32, -0.06], [-0.28, -0.45, 0.19], [-0.17, -0.52, 0.38], [1.39, -0.80, 0.02], [-0.81, 1.41, -0.18], [-0.26, 0.06, 0.01], [0.79, -0.42, -0.39], [-0.49, 0.25, 0.12], [0.33, -0.05, -0.42], [0.01, 0.01, 0.06], [-0.28, -0.03, 0.02], [-0.01, -0.10, 0.02], [-0.02, -0.14, 0.09], [-0.05, 0.30, -0.19]]
}

[3]
{
  "formula": "C4H20AgNO8V2",
  "method": "ωB97M-V/def2-TZVPD",
  "orbital_gap_ev": [7.502, 5.226],
  "spin_multiplicity": 8,
  "total_charge": 1,
  "s_squared": 15.765,
  "elements": ["V", "V", "Ag", "O", "H", "O", "H", "O", "H", "O", "H", "O", "H", "C", "C", "C", "O", "C", "N", "H", "H", "H", "H", "H", "H", "H", "H", "H", "H", "H", "O", "H", "H", "O", "H", "H"],
  "xyz": [[1.5820, 0.5292, 3.8230], [4.1534, -0.3650, 2.1491], [1.1380, -2.0647, 1.6606], [4.5406, -0.8001, 0.0568], [4.1265, -0.0497, -0.4083], [0.7967, -1.3864, 3.7980], [-0.1523, -1.4210, 3.9659], [3.4562, -2.2992, 1.9180], [3.7917, -3.0282, 2.4522], [2.1349, 0.1251, 1.8021], [1.7316, 0.4006, 0.9743], [3.6375, 0.2323, 4.0632], [4.1802, 0.2492, 4.8564], [-0.1283, -0.1667, -2.9926], [-1.3407, 0.5873, -2.5180], [-2.6282, -0.1104, -2.8417], [-3.6857, 0.7744, -2.6294], [-4.9335, 0.1693, -2.8394], [-1.2902, 0.7712, -1.0362], [-0.0199, -1.0987, -2.4406], [0.7702, 0.4440, -2.8808], [-0.2224, -0.3496, -4.0632], [-1.3664, 1.5807, -2.9795], [-2.7464, -0.9936, -2.1899], [-2.6347, -0.4780, -3.8785], [-4.9843, -0.2948, -3.8284], [-5.6857, 0.9499, -2.7548], [-5.1413, -0.5768, -2.0611], [-2.1531, 1.2338, -0.7603], [-0.5163, 1.3833, -0.8016], [2.1722, 2.6213, 3.1958], [2.3622, 3.0048, 2.3352], [2.7664, 3.0567, 3.8190], [-0.9213, -1.0906, 1.1054], [-1.1066, -0.6099, 0.2610], [-1.6831, -0.9295, 1.6683]],
  "atomic_forces_ev_per_a": [[0.65, -1.63, -1.43], [-1.39, -1.17, 0.39], [0.23, -0.66, -0.05], [0.41, 0.26, 0.41], [-0.29, -0.35, -0.25], [-0.17, 1.47, 0.80], [0.11, -0.20, 0.22], [0.24, 0.93, -0.08], [0.12, -0.07, -0.23], [0.65, 0.93, 0.21], [0.03, 0.16, 0.19], [-0.09, 0.33, -0.34], [-0.18, -0.14, -0.09], [0.11, 0.21, -0.24], [0.05, 0.56, 0.73], [-0.08, -0.70, -0.16], [0.08, 0.47, 0.15], [-0.40, 0.01, 0.26], [-0.02, -0.33, -0.27], [0.09, -0.12, -0.11], [0.05, -0.10, 0.19], [0.04, -0.25, 0.03], [-0.06, -0.11, -0.21], [0.11, 0.02, -0.06], [0.08, 0.12, 0.01], [-0.07, -0.03, 0.01], [-0.03, 0.00, -0.12], [0.05, -0.10, -0.16], [0.11, 0.12, 0.02], [-0.12, 0.15, 0.00], [-0.07, 0.20, 0.66], [-0.09, -0.18, -0.12], [0.01, 0.06, -0.06], [-0.19, 0.16, -0.39], [0.04, 0.10, 0.02], [0.00, -0.14, 0.06]]
}

[4]
{
  "formula": "C4H20N3O5",
  "method": "ωB97M-V/def2-TZVPD",
  "orbital_gap_ev": 8.018,
  "total_charge": -1,
  "elements": ["C", "N", "C", "O", "C", "N", "C", "N", "H", "H", "H", "H", "H", "H", "H", "H", "H", "H", "H", "H", "H", "H", "O", "H", "H", "O", "H", "H", "O", "H", "H", "O"],
  "xyz": [[-1.1657, -1.3710, 0.7284], [-1.6224, -0.4984, -0.3666], [-1.4315, -1.0242, -1.8353], [-0.1478, -1.0437, -2.1584], [-0.0300, -2.3034, 0.3994], [1.0665, -2.0679, 1.3387], [2.0210, -1.0248, 0.9017], [1.5429, 0.2400, 0.5838], [-1.9742, -1.9098, 1.2238], [-0.8855, -0.5481, 1.4048], [-2.6389, -0.3291, -0.2482], [-1.8946, -0.0737, -2.2591], [-2.1147, -1.9396, -2.0049], [0.4210, -2.3088, -0.6508], [-0.1793, -3.3541, 0.1423], [0.7242, -1.7874, 2.2732], [2.5657, -1.5451, -0.0149], [2.7510, -0.7157, 1.7193], [1.1464, 0.3993, -0.3106], [0.9024, 0.6485, 1.2339], [0.0041, 2.6358, 0.5107], [1.0738, 3.0702, 1.4231], [0.1407, 2.7986, 1.4043], [0.4776, 0.1791, -2.7286], [1.9450, 0.8795, -2.5501], [1.0720, 1.0904, -2.8258], [0.2810, 1.9344, -1.7963], [-0.7297, 1.4682, -0.8798], [-0.4631, 2.3036, -1.2310], [-1.2190, 0.6878, 2.3300], [-0.8052, 2.1331, 2.6626], [-0.9922, 1.2385, 3.1188]],
  "atomic_forces_ev_per_a": [[-1.02, 1.21, -0.73], [-0.97, -1.02, -1.13], [-1.15, 2.74, 0.99], [0.48, -0.68, -0.92], [2.50, -0.17, -1.44], [0.87, -0.12, 1.11], [1.71, -2.04, -0.30], [-0.29, 2.13, -0.98], [-0.31, -0.21, -0.05], [0.71, -1.42, 0.45], [0.78, -0.08, -0.13], [-0.47, -1.27, -0.58], [1.08, 0.71, 0.08], [-0.52, 2.06, 1.10], [-1.24, -0.68, 1.88], [0.02, -0.41, -0.81], [-0.76, 1.53, 1.77], [-0.50, -1.75, -0.56], [-0.43, -0.50, -1.04], [-0.03, 0.07, 0.74], [-0.93, -0.44, -3.64], [-0.47, -0.20, 0.26], [1.53, 1.43, 2.90], [0.69, 0.44, 0.52], [1.07, -0.48, 0.33], [-1.41, -0.66, -0.85], [-0.26, 0.65, -0.30], [-1.23, -1.42, 0.70], [0.84, 0.86, -0.04], [0.16, 0.69, 1.13], [-0.08, -1.94, 0.89], [-0.38, 0.95, -1.38]]
}

[5]
{
  "formula": "C4H20O6",
  "method": "ωB97M-V/def2-TZVPD",
  "orbital_gap_ev": 8.759,
  "total_charge": 0,
  "elements": ["O", "H", "H", "O", "H", "H", "O", "H", "H", "O", "H", "H", "C", "C", "O", "H", "H", "H", "H", "H", "H", "C", "C", "O", "H", "H", "H", "H", "H", "H"],
  "xyz": [[-2.9593, -0.0516, 0.7346], [-2.9237, 0.7746, 1.2167], [-2.0590, -0.1996, 0.4451], [0.2994, -2.2302, 3.6994], [0.8967, -2.6427, 3.0754], [-0.2659, -1.6769, 3.1605], [0.3539, -2.3032, -1.4998], [-0.0661, -2.6983, -0.7358], [1.2872, -2.3025, -1.2870], [-0.7017, -1.0680, -2.8707], [-1.4268, -1.6919, -2.8369], [-0.2975, -1.1225, -2.0048], [0.5367, 2.6741, -0.8400], [1.2864, 1.5176, -1.5210], [2.4768, 1.9959, -2.2005], [-0.3894, 2.3838, -0.3439], [0.3323, 3.5112, -1.5075], [1.1344, 2.9833, 0.0175], [0.8136, 0.8564, -2.2471], [1.5004, 0.7259, -0.8029], [3.2475, 1.8181, -1.6564], [-0.3514, -0.2698, 2.1108], [-0.1343, 0.2098, 0.6382], [-1.2658, -0.1554, -0.0844], [-0.2186, -1.3496, 2.1776], [-1.3369, 0.1132, 2.3758], [0.4914, 0.0489, 2.7242], [0.7691, -0.2022, 0.1887], [0.0271, 1.2777, 0.4909], [-1.0563, -0.9263, -0.6167]],
  "atomic_forces_ev_per_a": [[-10.54, 1.06, 5.03], [-0.72, 0.26, 0.14], [-4.37, -0.85, 3.12], [0.52, -1.30, 1.64], [0.22, -0.23, 0.00], [-0.24, -0.86, 2.09], [1.76, -2.27, 2.53], [-0.02, -0.68, 0.47], [0.57, -0.15, 0.05], [-1.82, 2.33, -2.20], [-0.19, -0.10, -0.25], [-0.04, 0.42, -1.09], [0.04, -0.18, -0.24], [0.82, -0.36, -0.58], [-0.54, -0.22, 0.51], [-0.32, 0.36, -1.02], [0.21, -0.11, 0.01], [0.38, 0.45, -0.20], [-0.97, 0.98, -0.48], [1.05, 0.85, 0.06], [-0.02, 0.09, 0.07], [1.07, 1.59, -2.04], [1.41, -0.43, 2.15], [13.85, -0.56, -9.10], [-0.99, 1.21, -3.00], [0.28, -0.46, 0.71], [-0.36, 0.65, 0.15], [-0.36, -0.67, 0.49], [-0.39, -0.87, 1.24], [-0.31, 0.05, -0.27]]
}

[6]
{
  "formula": "C4H20O7S",
  "method": "ωB97M-V/def2-TZVPD",
  "orbital_gap_ev": 9.536,
  "smiles": "O=CCCCS.O.O.O.O.O.O",
  "total_charge": 0,
  "elements": ["O", "C", "C", "C", "C", "S", "H", "H", "H", "H", "H", "H", "H", "H", "O", "H", "H", "O", "H", "H", "O", "H", "H", "O", "H", "H", "O", "H", "H", "O", "H", "H"],
  "xyz": [[0.5086, 1.5578, -2.1561], [-0.2520, 0.7766, -2.5461], [-1.5238, 0.5155, -1.8343], [-1.2667, -0.4126, -0.6841], [-2.5516, -1.2466, -0.2392], [-2.4564, -2.3459, 1.1879], [-0.2292, 0.4259, -3.4875], [-2.4069, 0.3310, -2.5118], [-2.1491, 1.4458, -1.4839], [-0.5930, -1.1929, -1.0681], [-0.8627, 0.2229, 0.1910], [-2.9135, -1.8468, -1.0835], [-3.2830, -0.3885, -0.0733], [-3.0852, -1.5459, 2.1076], [2.1145, 1.0513, 2.5140], [1.9974, 1.5218, 1.6645], [1.6813, 1.6874, 3.1562], [1.7340, -1.8097, -1.9433], [1.6527, -1.6736, -1.0690], [2.2980, -2.6018, -2.1000], [1.4148, -3.1056, 0.6211], [0.9666, -2.4466, 1.0650], [2.1393, -3.2102, 1.2062], [-0.8067, 3.6286, 0.3468], [-0.9034, 3.6391, -0.6493], [0.0131, 3.4525, 0.6458], [1.1593, -1.4822, 2.4918], [1.7189, -0.7151, 2.5835], [0.6442, -1.5551, 3.2154], [1.5866, 2.5129, 0.2323], [2.4384, 2.7371, 0.2100], [1.2154, 2.0728, -0.5094]],
  "atomic_forces_ev_per_a": [[4.27, 2.99, 1.90], [-4.59, 0.18, 0.99], [-4.09, 1.75, 0.34], [-0.48, -1.52, 1.51], [-0.33, 2.88, -0.57], [-0.14, 0.52, 0.57], [0.80, -2.00, -3.70], [1.32, -1.52, -0.04], [2.27, -0.68, 0.12], [0.52, 0.41, 0.63], [-0.32, -1.42, -1.27], [0.17, 0.24, 0.16], [0.29, -1.53, 0.06], [0.42, -0.38, -0.60], [-0.55, 1.60, 1.17], [-0.24, -0.34, 0.06], [0.79, -1.27, -1.00], [0.95, -1.06, -5.71], [-0.19, 0.08, 4.96], [-0.82, 0.99, 0.62], [0.80, -2.41, -2.82], [-1.93, 2.29, 1.54], [1.19, -0.44, 0.73], [-5.90, 1.29, -2.78], [0.91, -0.15, 2.07], [4.54, -0.97, 0.68], [2.17, -0.23, -3.20], [0.18, 0.95, 0.12], [-2.64, -0.27, 3.71], [-4.52, -0.57, 2.58], [5.18, 1.23, -1.07], [-0.06, -0.64, -1.74]]
}

[7]
{
  "formula": "C4H21N2O6S",
  "method": "ωB97M-V/def2-TZVPD",
  "orbital_gap_ev": 9.668,
  "total_charge": 1,
  "elements": ["N", "C", "C", "S", "C", "N", "C", "O", "H", "H", "H", "H", "H", "H", "H", "H", "H", "H", "H", "H", "H", "O", "H", "H", "O", "H", "H", "O", "H", "H", "O", "H", "H", "O"],
  "xyz": [[1.3223, 1.1191, 0.9946], [1.4360, -0.2409, 0.3581], [2.6250, -0.1704, -0.6032], [4.1681, 0.1675, 0.3762], [0.1868, -0.4099, -0.5451], [-0.2804, -1.5515, -1.0457], [0.1386, -2.8566, -0.5932], [-0.3207, 0.6546, -0.9373], [2.2526, 1.3615, 1.3329], [0.5467, 1.0138, 1.6613], [0.9945, 1.8636, 0.2878], [1.5062, -1.0468, 1.0869], [2.4614, 0.6964, -1.2136], [2.8334, -1.0798, -1.1558], [4.8228, 0.4961, -0.7589], [-1.1346, -1.5343, -1.5879], [-0.5059, -3.3387, 0.1395], [1.2112, -2.8675, -0.3757], [0.1966, -3.5699, -1.4345], [-2.2184, -0.5323, 0.3419], [-3.4081, -0.4966, 1.3197], [-2.6522, 0.0190, 1.0142], [-1.9345, -0.4184, -1.5317], [-2.9922, -1.3821, -2.0174], [-2.1903, -1.3434, -1.5110], [-1.7579, 0.2317, 1.7044], [-1.3525, -0.5483, 2.8911], [-0.9583, -0.1206, 2.1366], [0.6003, 2.4003, -1.4755], [-0.3316, 2.9539, -0.4474], [0.6191, 2.9890, -0.7296], [-2.0443, 1.6992, 0.5920], [-2.2195, 3.2657, 1.0138], [-1.6200, 2.5767, 0.7124]],
  "atomic_forces_ev_per_a": [[-0.55, -1.44, -0.40], [-0.43, -0.12, -1.22], [0.79, -0.15, 1.36], [-0.17, -0.09, -0.74], [0.28, -0.51, -0.63], [8.26, -0.62, 3.70], [1.27, -0.95, -1.19], [-1.16, -0.15, -0.20], [-0.22, 0.25, 0.57], [0.27, 0.23, 0.77], [0.36, -0.03, -0.06], [0.10, 0.31, 0.22], [0.00, 0.15, -0.73], [-0.51, 0.01, -0.19], [0.13, 0.07, 0.48], [3.49, -1.72, -1.54], [0.18, 0.33, 0.40], [-0.27, 0.13, 0.94], [-0.63, 0.41, -0.07], [-0.24, -0.14, 0.17], [-0.25, 0.20, 0.02], [-6.44, -0.48, -4.94], [-0.10, 1.67, -0.11], [-1.24, -0.27, -0.77], [-9.92, 1.45, -0.65], [1.29, 0.65, 1.44], [0.45, -0.32, 0.73], [5.24, -0.37, 2.92], [0.07, -0.26, -0.77], [0.57, 0.26, 0.07], [-0.44, 0.84, 0.50], [-0.19, 1.48, 0.14], [-0.33, -0.42, 0.00], [0.33, -0.41, -0.21]]
}

Maximum force (eV/A)
2.81 4.38 2.26 3.79 16.58 6.65 10.04